(1)
96
Properties=species:S:1:pos:R:3 method="wB97M-V/def2-TZVPD" charge=-1 homo_energy_ev="0.70 / -6.79" spin_multiplicity=2 s2=0.75 homo_lumo_gap_ev="1.8 / 9.2"
C -1.505 -17.349 11.674
O -0.150 -17.114 12.013
C 0.499 -16.142 11.293
C 0.341 -14.663 11.688
N 0.395 -14.534 13.153
C 0.323 -13.127 13.628
C -0.198 -13.242 15.053
O -1.554 -13.760 14.993
C -2.195 -13.942 16.265
H -1.922 -18.141 12.296
H -1.457 -17.809 10.686
H -2.070 -16.423 11.772
H 0.220 -16.169 10.240
H 1.580 -16.271 11.346
H -0.602 -14.283 11.295
H 1.129 -14.092 11.198
H -0.485 -14.939 13.437
H -0.420 -12.619 13.014
H 1.275 -12.609 13.516
H -0.313 -12.241 15.470
H 0.502 -13.773 15.697
H -3.116 -14.485 16.052
H -2.432 -13.021 16.797
H -1.740 -14.652 16.957
C -0.425 -6.346 7.205
C 0.719 -6.017 8.252
C 1.997 -6.961 8.212
O 1.225 -4.727 8.015
H -0.862 -7.322 7.416
H 0.064 -6.397 6.233
H -1.306 -5.730 7.025
H 0.118 -6.088 9.159
H 2.770 -6.459 8.794
H 2.459 -7.110 7.236
H 1.678 -7.921 8.616
H 1.762 -4.438 8.757
C 1.300 -14.835 5.723
C 1.017 -15.673 4.564
C -0.450 -15.698 4.260
O 1.641 -14.992 3.504
H 0.781 -15.211 6.605
H 1.164 -13.764 5.573
H 2.348 -14.971 5.990
H 1.350 -16.697 4.735
H -0.903 -14.725 4.449
H -0.935 -16.454 4.879
H -0.672 -15.959 3.225
H 1.260 -14.114 3.425
C -2.360 -12.209 7.077
C -3.099 -11.798 5.765
C -2.926 -10.348 5.323
O -2.390 -12.571 4.756
H -2.386 -13.284 7.254
H -2.804 -11.808 7.989
H -1.272 -12.151 7.052
H -4.117 -12.146 5.592
H -2.059 -10.061 5.917
H -3.654 -9.579 5.582
H -2.645 -10.237 4.276
H -2.926 -12.519 3.961
C 1.496 -11.850 8.892
C 2.708 -12.742 8.507
C 3.993 -12.470 9.292
O 2.433 -14.065 8.611
H 0.570 -12.025 8.345
H 1.736 -10.797 8.748
H 1.484 -12.070 9.959
H 2.937 -12.510 7.467
H 4.813 -13.145 9.048
H 3.851 -12.577 10.367
H 4.277 -11.421 9.198
H 1.703 -14.251 9.205
C 7.815 -14.548 7.972
C 9.173 -15.042 8.669
C 10.441 -15.012 7.718
O 9.386 -14.217 9.813
H 6.950 -14.777 8.594
H 7.732 -15.002 6.984
H 7.896 -13.486 7.739
H 9.019 -16.058 9.032
H 10.472 -14.168 7.029
H 10.416 -15.877 7.055
H 11.318 -14.898 8.355
H 8.565 -14.273 10.309
C 3.918 -14.808 13.259
C 5.185 -14.480 12.511
C 5.682 -13.000 12.519
O 6.267 -15.327 12.800
H 3.350 -13.910 13.500
H 4.030 -15.312 14.219
H 3.176 -15.371 12.692
H 4.854 -14.644 11.486
H 6.568 -12.908 11.890
H 5.926 -12.531 13.472
H 4.885 -12.369 12.125
H 6.083 -16.258 12.658

***

(2)
110
Properties=species:S:1:pos:R:3 method="wB97M-V/def2-TZVPD" charge=+2 homo_energy_ev=-15.20 e_above_lowest_kj_mol=0.0 homo_lumo_gap_ev=3.9
Tl -2.099 0.455 0.020
B 0.641 -0.086 -0.344
H 0.186 -0.951 -1.078
H 0.333 1.010 -0.794
H 0.068 -0.418 0.721
H 1.811 -0.134 -0.108
C 0.084 3.745 6.135
C 1.005 3.084 5.131
O 0.362 2.076 4.347
P 0.454 1.972 2.787
O -0.670 1.173 2.222
O 0.448 3.433 2.199
C -0.756 4.209 2.204
C -0.533 5.525 2.888
O 1.927 1.568 2.510
C 2.548 0.260 2.583
C 3.210 0.125 3.934
H -0.031 3.223 7.079
H 0.481 4.740 6.359
H -0.877 3.994 5.679
H 1.510 3.812 4.496
H 1.815 2.671 5.740
H -1.104 4.379 1.180
H -1.603 3.634 2.595
H -1.253 6.336 2.793
H -0.375 5.434 3.966
H 0.421 5.943 2.550
H 1.813 -0.530 2.437
H 3.290 0.256 1.789
H 4.029 -0.600 3.925
H 3.788 1.019 4.182
H 2.508 -0.106 4.731
C 2.055 -3.407 1.830
C 0.910 -3.756 0.862
O -0.206 -4.240 1.594
P -1.271 -3.273 2.255
O -1.685 -2.060 1.537
O -0.571 -3.025 3.655
C -1.225 -2.197 4.629
C -0.222 -1.360 5.386
O -2.451 -4.254 2.552
C -2.240 -5.542 3.159
C -2.916 -6.631 2.377
H 1.779 -2.628 2.535
H 2.344 -4.341 2.305
H 2.900 -3.049 1.235
H 0.707 -2.933 0.172
H 1.382 -4.531 0.256
H -2.012 -1.562 4.219
H -1.722 -2.877 5.326
H 0.539 -1.065 4.656
H -0.586 -0.467 5.894
H 0.302 -1.872 6.197
H -1.219 -5.748 3.486
H -2.703 -5.505 4.155
H -2.406 -6.751 1.417
H -2.712 -7.583 2.874
H -3.988 -6.539 2.233
C -1.620 6.340 -0.726
C -0.312 5.715 -1.137
O -0.391 5.029 -2.401
P -0.139 3.481 -2.442
O -0.792 2.754 -1.317
O -0.599 3.025 -3.861
C -0.479 3.912 -5.004
C 0.830 3.733 -5.744
O 1.430 3.453 -2.476
C 2.299 2.290 -2.387
C 3.276 2.469 -1.256
H -2.321 5.555 -0.420
H -1.504 6.942 0.179
H -2.091 6.991 -1.457
H 0.368 6.554 -1.308
H 0.158 5.124 -0.351
H -1.269 3.640 -5.708
H -0.760 4.934 -4.759
H 1.627 4.245 -5.191
H 1.167 2.702 -5.815
H 0.754 4.264 -6.690
H 1.715 1.373 -2.393
H 2.830 2.353 -3.339
H 4.212 1.986 -1.537
H 3.550 3.520 -1.143
H 2.910 2.202 -0.264
C 1.982 -2.266 -4.686
C 1.179 -1.496 -3.642
O -0.161 -1.316 -4.070
P -1.360 -2.060 -3.341
O -1.873 -1.284 -2.194
O -2.417 -2.251 -4.461
C -2.361 -3.265 -5.494
C -2.326 -2.618 -6.858
O -0.815 -3.507 -3.041
C -0.918 -4.108 -1.720
C -1.992 -5.167 -1.750
H 2.035 -1.690 -5.612
H 3.004 -2.521 -4.414
H 1.461 -3.185 -4.962
H 1.289 -2.045 -2.698
H 1.640 -0.508 -3.580
H -1.533 -3.959 -5.362
H -3.277 -3.844 -5.386
H -1.302 -2.377 -7.165
H -2.718 -3.280 -7.627
H -2.798 -1.638 -6.914
H 0.056 -4.536 -1.485
H -1.071 -3.356 -0.942
H -3.023 -4.809 -1.736
H -1.934 -5.740 -2.676
H -1.835 -5.819 -0.891

***

(3)
102
Properties=species:S:1:pos:R:3 method="wB97M-V/def2-TZVPD" charge=0 smiles=COCCNCCOC.COCCNCCOC.COCCNCCOC.COCCNCCOC.O.O homo_energy_ev=-8.74 e_above_lowest_kj_mol=425.7 homo_lumo_gap_ev=9.3
C -3.212 9.091 -2.502
O -1.817 8.792 -2.545
C -1.499 7.825 -3.473
C -0.113 7.157 -3.336
N -0.064 6.080 -2.313
C -0.381 6.544 -0.961
C -0.341 5.444 0.083
O 0.961 4.817 -0.006
C 1.133 3.581 0.673
H -3.542 9.553 -3.433
H -3.365 9.885 -1.772
H -3.720 8.172 -2.209
H -1.530 8.295 -4.456
H -2.293 7.089 -3.600
H 0.701 7.876 -3.235
H 0.175 6.660 -4.262
H 0.920 5.850 -2.298
H -1.405 6.917 -0.972
H 0.402 7.265 -0.729
H -1.209 4.800 -0.061
H -0.445 5.945 1.045
H 1.074 3.688 1.756
H 2.170 3.271 0.543
H 0.548 2.752 0.273
C 0.200 1.171 3.259
O 0.068 2.095 4.268
C 1.268 2.339 5.087
C 1.840 1.096 5.793
N 2.840 1.388 6.862
C 3.259 0.298 7.653
C 4.670 -0.261 7.134
O 4.867 -0.053 5.693
C 6.094 -0.463 5.133
H -0.688 1.418 2.676
H 0.139 0.138 3.601
H 1.024 1.340 2.566
H 0.949 2.992 5.899
H 1.838 2.872 4.327
H 2.422 0.587 5.025
H 1.010 0.572 6.266
H 3.607 1.386 6.205
H 2.497 -0.479 7.712
H 3.401 0.631 8.682
H 4.864 -1.273 7.488
H 5.423 0.429 7.515
H 6.848 -0.605 5.906
H 6.355 0.257 4.357
H 5.817 -1.368 4.592
C -1.616 -9.104 -3.436
O -2.332 -8.005 -2.923
C -2.409 -7.821 -1.497
C -3.443 -6.720 -1.321
N -2.942 -5.406 -1.677
C -4.016 -4.458 -2.146
C -4.676 -3.724 -0.910
O -4.041 -2.511 -0.622
C -3.395 -2.311 0.645
H -1.694 -9.990 -2.806
H -0.587 -8.768 -3.304
H -1.692 -9.256 -4.513
H -1.448 -7.622 -1.023
H -2.720 -8.784 -1.093
H -3.843 -6.665 -0.309
H -4.341 -6.980 -1.883
H -2.234 -5.510 -2.389
H -4.723 -4.949 -2.814
H -3.514 -3.752 -2.807
H -4.667 -4.340 -0.011
H -5.714 -3.405 -1.005
H -4.101 -2.575 1.432
H -3.189 -1.257 0.830
H -2.532 -2.966 0.755
C 1.861 2.721 -3.993
O 1.563 1.295 -4.086
C 1.772 0.672 -2.784
C 0.899 -0.590 -2.896
N 1.127 -1.512 -1.807
C 0.197 -2.682 -1.883
C 0.462 -3.928 -0.997
O 1.539 -4.590 -1.713
C 1.610 -5.961 -1.363
H 2.932 2.881 -3.872
H 1.296 3.258 -3.231
H 1.545 3.310 -4.854
H 1.389 1.329 -2.003
H 2.838 0.474 -2.666
H 1.034 -1.217 -3.777
H -0.136 -0.287 -3.055
H 2.036 -1.944 -1.896
H 0.152 -3.082 -2.896
H -0.839 -2.373 -1.741
H -0.387 -4.608 -0.931
H 0.950 -3.644 -0.065
H 1.526 -6.202 -0.303
H 2.444 -6.498 -1.817
H 0.984 -6.508 -2.068
O -0.379 -0.630 0.572
H 0.146 -1.019 -0.127
H -0.839 0.096 0.152
O -1.633 1.220 -1.425
H -2.343 0.881 -1.970
H -1.637 2.163 -1.586

***

(4)
99
Properties=species:S:1:pos:R:3 method="wB97M-V/def2-TZVPD" charge=0 homo_energy_ev=-7.91 e_above_lowest_kj_mol=2181.6 homo_lumo_gap_ev=8.1
C 13.877 -7.515 8.077
C 14.855 -6.832 9.123
C 13.947 -6.049 10.110
C 14.627 -5.584 11.383
C 15.170 -6.936 12.082
C 16.156 -7.668 11.280
N 15.655 -7.833 9.900
O 16.413 -8.640 9.124
C 17.548 -6.897 11.250
C 16.406 -9.088 12.015
C 15.847 -5.892 8.340
H 13.037 -6.885 7.783
H 13.470 -8.402 8.562
H 14.368 -7.744 7.131
H 13.715 -5.098 9.630
H 13.065 -6.611 10.416
H 13.945 -5.103 12.085
H 15.402 -4.820 11.326
H 14.319 -7.543 12.394
H 15.667 -6.690 13.020
H 18.161 -7.285 10.437
H 17.386 -5.855 10.973
H 18.031 -7.049 12.215
H 17.300 -9.599 11.661
H 16.455 -9.094 13.104
H 15.556 -9.694 11.701
H 15.482 -5.022 7.795
H 16.347 -6.525 7.607
H 16.637 -5.548 9.008
H 17.111 -8.017 8.908
C 20.070 -6.356 10.538
O 20.654 -7.122 11.635
H 19.770 -7.044 9.747
H 19.203 -5.809 10.907
H 20.852 -5.692 10.172
H 21.572 -7.241 11.382
C 19.035 -10.370 11.505
O 17.768 -10.743 11.902
H 19.647 -10.252 12.399
H 19.529 -11.110 10.876
H 18.998 -9.473 10.887
H 17.267 -10.760 11.083
C 18.647 -8.110 13.317
O 19.427 -6.834 13.318
H 19.228 -9.033 13.334
H 17.832 -8.033 14.037
H 18.099 -8.224 12.382
H 19.800 -6.721 12.441
C 25.963 -6.098 15.094
C 24.883 -6.792 14.340
C 23.561 -6.073 14.103
O 22.649 -6.915 13.400
C 21.246 -6.794 13.602
N 25.422 -7.345 13.129
H 26.917 -6.620 15.027
H 25.598 -6.081 16.121
H 26.140 -5.064 14.798
H 24.663 -7.678 14.935
H 23.767 -5.114 13.629
H 23.155 -5.854 15.090
H 20.739 -7.659 13.175
H 20.870 -5.903 13.100
H 21.103 -6.891 14.679
H 24.682 -7.594 12.488
H 26.114 -8.056 13.322
C 14.539 -10.755 13.235
C 15.037 -10.325 14.550
C 16.570 -10.110 14.533
O 16.960 -9.998 15.893
C 18.365 -9.892 16.023
N 14.302 -9.146 14.989
H 14.700 -10.087 12.389
H 13.504 -11.097 13.248
H 15.061 -11.681 12.997
H 14.711 -11.063 15.284
H 16.849 -9.174 14.050
H 17.110 -10.873 13.972
H 18.651 -9.959 17.072
H 18.689 -8.951 15.577
H 18.915 -10.702 15.545
H 13.432 -9.590 15.248
H 14.568 -8.931 15.939
C 14.128 -3.528 12.883
C 15.550 -2.987 12.989
C 16.633 -4.125 12.788
O 16.701 -4.985 13.905
C 17.761 -5.901 13.755
N 15.582 -1.852 12.056
H 14.059 -3.905 11.862
H 13.355 -2.778 13.049
H 14.085 -4.383 13.557
H 15.648 -2.645 14.019
H 17.604 -3.668 12.600
H 16.318 -4.577 11.848
H 17.614 -6.429 12.813
H 17.813 -6.568 14.615
H 18.701 -5.350 13.756
H 15.604 -2.373 11.191
H 16.502 -1.461 12.197

***

What is the charge in the second record?
+2